Below is a 4-piece molecular cluster, C4H12O3 overall at a distorted geometry, with properties calculated with ωB97M-V/def2-TZVPD.

## Properties
- E_HOMO (eV) = -8.5
- LUMO energy (eV) = -0.067
- relative energy (zero: lowest compared OMol25 entry of this formula, charge and spin) (kcal/mol) = 90.2
- SMILES = C=CC=C.O.O.O

Structure (XYZ):
```
19
C4H12O3, DFT ωB97M-V/def2-TZVPD
C 1.52566 -0.33788 -1.75556
H -2.33179 1.28368 1.22049
H -1.62329 -2.63408 -0.31508
H 0.79064 -0.99985 -1.40753
O -1.99291 0.91413 2.07104
H -2.26783 -2.88946 -1.68542
H -4.39387 -1.24507 1.12672
C 2.93961 0.54028 0.13718
C 3.27668 1.65926 0.79722
O -2.47981 -2.57237 -0.80140
H 1.43722 -0.25873 -2.84644
H 1.96870 1.62751 -1.13484
H 3.39870 -0.45652 0.38175
H 2.82837 2.55427 0.48231
H -1.00840 1.19497 2.23279
C 2.01328 0.59061 -0.98475
O -4.55003 -0.53940 0.49457
H -3.73726 -0.00191 0.55769
H 4.20633 1.57056 1.42926
```


Below is a 4-piece molecular cluster, C4H12O3 overall at a distorted geometry, with properties calculated with ωB97M-V/def2-TZVPD.

## Properties
- E_HOMO (eV) = -8.8
- LUMO energy (eV) = 0.500
- relative energy (zero: lowest compared OMol25 entry of this formula, charge and spin) (kcal/mol) = 55.3
- SMILES = C=CC=C.O.O.O

Structure (XYZ):
```
19
C4H12O3, DFT ωB97M-V/def2-TZVPD
O 3.19995 2.58711 -0.24261
H -0.51722 -3.34430 0.58654
H 3.42832 2.76080 0.69512
H 3.20152 1.56209 -0.25847
H -3.34529 0.18031 2.85158
H 1.68636 0.26897 -1.03710
H -2.02617 -1.93249 2.36047
C -1.37853 -1.35473 0.33369
H -2.78754 0.87807 1.14946
O -0.12733 1.22222 -2.21884
H -0.86611 -2.67145 -1.07038
H -1.16841 -0.46359 -0.20686
C -2.75160 0.01685 1.91687
H -0.85820 1.85974 -2.21558
C -0.79049 -2.48362 -0.05550
H 1.83115 -0.70752 0.02867
C -2.15104 -1.17653 1.60217
O 2.32380 -0.08477 -0.47667
H 0.68025 1.80099 -2.16180
```


Below is a 2-piece molecular cluster, C4H12O3 overall at a distorted geometry, with properties calculated with ωB97M-V/def2-TZVPD.

## Properties
- E_HOMO (eV) = -10.6
- LUMO energy (eV) = 0.680
- relative energy (zero: lowest compared OMol25 entry of this formula, charge and spin) (kcal/mol) = 21.8
- SMILES = OCCCCO.O

Structure (XYZ):
```
19
C4H12O3, DFT ωB97M-V/def2-TZVPD
H -2.40767 3.16806 -1.42670
H -1.85552 1.04754 -0.78773
C -0.03105 1.65404 0.16049
O -1.50127 2.98690 -1.17367
H 1.21475 0.16753 1.04261
H -0.36990 0.27331 1.82416
O 2.38779 -4.13092 -0.22157
C -0.17626 -0.78633 -0.18830
H 2.62731 -4.04018 0.70705
H 1.82029 -3.37856 -0.45472
H -2.07964 2.10050 0.65466
H 0.62658 1.66618 -0.71076
C -1.47193 1.91385 -0.23512
O 0.76655 -1.85756 -0.23194
H -0.14101 -0.36025 -1.17851
H 0.28685 2.51797 0.75385
H -1.13244 -1.26133 0.03795
H 1.29390 -1.97171 0.56325
C 0.14268 0.29097 0.86501
```


Below is a 3-piece molecular cluster, C4H12O3 overall at a distorted geometry, with properties calculated with ωB97M-V/def2-TZVPD.

## Properties
- E_HOMO (eV) = -8.6
- LUMO energy (eV) = 0.561
- relative energy (zero: lowest compared OMol25 entry of this formula, charge and spin) (kcal/mol) = 44.6
- SMILES = C/C=C(/C)O.O.O

Structure (XYZ):
```
19
C4H12O3, DFT ωB97M-V/def2-TZVPD
C 0.36099 -1.34542 2.39197
O 2.09926 0.52794 -0.61284
H 0.05115 -2.21041 2.99182
H 1.43962 -1.52682 1.98813
O 0.15234 1.71338 -2.68230
C -1.84750 -0.02191 -0.64254
H 0.93483 1.16434 -2.36309
H -0.55344 -2.23928 0.62878
H -2.59419 -0.80611 -0.78676
O -0.27112 1.12516 0.68771
C -0.91235 -0.15529 0.51119
H 1.53346 0.11707 0.07972
H 0.37998 2.23183 -3.50163
H 0.17093 1.30258 -0.28128
H -2.20487 1.06137 -0.69072
H 0.19984 -0.38005 2.92235
H 2.90834 0.88280 -0.23725
C -0.57431 -1.24901 1.18095
H -1.27296 -0.19217 -1.58421
```


Below is a 4-piece molecular cluster, C4H12O4 overall at a distorted geometry, with properties calculated with ωB97M-V/def2-TZVPD.

## Properties
- E_HOMO (eV) = -9.3
- LUMO energy (eV) = 0.582
- relative energy (zero: lowest compared OMol25 entry of this formula, charge and spin) (kcal/mol) = 44.9
- SMILES = C=CC(=C)O.O.O.O

Structure (XYZ):
```
20
C4H12O4, DFT ωB97M-V/def2-TZVPD
H 1.18455 0.66434 1.54106
C 0.09003 2.28716 -0.97416
H -0.61943 0.93361 -2.48424
C -0.22070 1.89850 -2.19435
H 0.86430 -0.36995 -1.06212
H -1.24028 -3.22210 0.98867
C -1.11966 0.81628 0.68536
H -2.11137 1.00012 0.28045
O 1.20927 1.15586 0.71227
H -0.07729 2.48305 -3.09797
H -0.54185 -1.18899 -1.20752
O 0.40207 -1.16432 -1.36611
C -0.04458 1.41390 0.19984
H -1.10313 -0.01048 1.38728
H 0.35516 3.31812 -0.79573
H 0.96255 -2.16893 0.45597
O -1.71365 -2.37591 1.12464
H -1.07704 -1.98765 1.74062
O 1.35692 -2.06332 1.33608
H 2.27524 -1.84945 1.14230
```


Below is a 2-piece molecular cluster, C4H12OS overall at a distorted geometry, with properties calculated with ωB97M-V/def2-TZVPD.

## Properties
- E_HOMO (eV) = -9.0
- LUMO energy (eV) = 0.834
- relative energy (zero: lowest compared OMol25 entry of this formula, charge and spin) (kcal/mol) = 21.0
- SMILES = CCO.CCS

Structure (XYZ):
```
18
C4H12OS, DFT ωB97M-V/def2-TZVPD
H -2.94647 -2.06024 -1.80657
H 1.66802 1.74828 1.31906
H -2.53553 -1.01867 -3.16427
H 0.18341 0.08600 1.21929
H 2.41900 3.41350 3.16714
H -0.34094 -1.85897 -4.00912
H -0.63946 -1.01846 -1.52917
H 2.84273 1.67771 3.32598
S 0.13819 0.51305 2.48557
H -2.37239 -2.76578 -3.29367
O 0.15622 -1.90538 -3.18112
H -0.67225 -2.77804 -1.49408
H 0.39156 2.84967 1.88609
H 1.64936 2.45514 4.33583
C 2.03223 2.40387 3.31172
C -0.81604 -1.90931 -2.13950
C 1.09558 2.08702 2.17915
C -2.25322 -1.91940 -2.61234
```


Below is a 2-piece molecular cluster, C4H12OS overall at a distorted geometry, with properties calculated with ωB97M-V/def2-TZVPD.

## Properties
- E_HOMO (eV) = -8.7
- LUMO energy (eV) = 0.915
- relative energy (zero: lowest compared OMol25 entry of this formula, charge and spin) (kcal/mol) = 25.0
- SMILES = CCO.CCS

Structure (XYZ):
```
18
C4H12OS, DFT ωB97M-V/def2-TZVPD
H 0.30505 2.65765 2.21652
H 2.46868 1.07635 2.39426
C -1.01734 -1.81945 -2.35487
H -0.89100 -2.82482 -1.95958
H -1.20850 0.16531 -1.54582
H 1.31144 -0.14034 2.88907
H 1.22496 -2.21959 -3.31386
H -1.31367 -1.96793 -3.38811
H 0.57641 2.29341 0.12316
C 1.47097 0.93421 2.83048
S 0.79304 -1.28794 -2.44764
O 0.87644 1.51250 0.57811
C 0.47099 1.61693 1.92372
H -1.69653 -1.05912 -0.45605
H -0.49066 1.11586 2.12808
C -1.72829 -0.79686 -1.51022
H 1.56342 1.36065 3.82675
H -2.71541 -0.61682 -1.93398
```


Below is a 2-piece molecular cluster, C4H12OS2 overall at a distorted geometry, with properties calculated with ωB97M-V/def2-TZVPD.

## Properties
- E_HOMO (eV) = -8.5
- LUMO energy (eV) = 0.560
- relative energy (zero: lowest compared OMol25 entry of this formula, charge and spin) (kcal/mol) = 14.7
- SMILES = CCSSCC.O

Structure (XYZ):
```
19
C4H12OS2, DFT ωB97M-V/def2-TZVPD
C 0.31591 0.00662 0.21313
H -1.23879 -1.76303 -2.72652
H 4.03267 3.16745 4.51760
C 1.82767 -0.20943 0.27883
O 4.20134 3.40186 5.43355
H -1.50161 -0.04004 -2.82409
S -2.55053 -0.50444 -0.04166
C -2.02073 -0.99991 -2.74249
H -2.44712 -1.16567 -3.73876
H 3.86119 2.70443 6.00381
H -3.52244 -2.04715 -1.64552
H -3.77310 -0.26974 -1.98976
H -0.02710 0.84012 0.82853
S -0.73070 -1.45185 0.24018
H 2.44291 0.66361 0.41201
C -3.07696 -1.05629 -1.67823
H 0.09446 0.32187 -0.81760
H 2.05038 -1.00626 0.99451
H 2.06254 -0.59215 -0.71751
```


Below is a 2-piece molecular cluster, C4H12OS2 overall at a distorted geometry, with properties calculated with ωB97M-V/def2-TZVPD.

## Properties
- E_HOMO (eV) = -8.7
- LUMO energy (eV) = 0.340
- relative energy (zero: lowest compared OMol25 entry of this formula, charge and spin) (kcal/mol) = 10.7
- SMILES = CCCSSC.O

Structure (XYZ):
```
19
C4H12OS2, DFT ωB97M-V/def2-TZVPD
H -2.05776 0.04166 -0.20398
H -0.21121 1.34683 1.95605
H -2.33065 -3.02446 0.35747
S 0.16335 -0.73005 -0.04086
C -1.10897 1.83087 1.55751
H -1.20770 2.79115 2.05576
C -1.02429 1.87758 0.04802
C 2.93481 -0.27315 -1.11688
H 2.45068 -0.82496 -1.92033
H -3.10445 -2.74852 -0.85171
H -0.15957 2.35411 -0.40106
H -1.13939 0.50241 -1.65069
S 1.93960 0.46586 0.17032
C -1.10847 0.44575 -0.56442
H 3.51217 0.48182 -1.65410
O -3.21755 -3.10003 0.02984
H 3.61825 -0.99438 -0.67387
H -1.91070 1.15012 1.84297
H -1.90517 2.41149 -0.32345
```


Below is a 2-piece molecular cluster, C4H12OS2 overall at a distorted geometry, with properties calculated with ωB97M-V/def2-TZVPD.

## Properties
- E_HOMO (eV) = -9.0
- LUMO energy (eV) = 0.484
- relative energy (zero: lowest compared OMol25 entry of this formula, charge and spin) (kcal/mol) = 17.6
- SMILES = CCCSSC.O

Structure (XYZ):
```
19
C4H12OS2, DFT ωB97M-V/def2-TZVPD
H 0.04879 -2.69561 3.45155
H -0.59270 0.71094 -1.49109
H -2.37759 2.29167 1.40895
C 1.47566 0.66044 -0.95915
C 0.32483 0.12953 -1.83360
S 1.26553 0.64198 0.87539
H -1.12382 2.83343 0.27308
H -0.95011 -1.66664 -1.92936
H 0.77457 -2.16467 -1.66695
O -0.45533 -3.02849 2.70189
H 1.69170 1.72888 -1.13666
S -0.87268 0.49471 1.14642
H -0.11773 -1.56007 -0.52321
H -0.02916 -2.62308 1.93933
H -0.72717 2.73678 2.04958
C -1.28196 2.26011 1.21903
H 2.40813 0.08960 -1.10748
C 0.03840 -1.37116 -1.57529
H 0.50064 0.53168 -2.84244
```


Below is a 2-piece molecular cluster, C4H12OS2 overall at a distorted geometry, with properties calculated with ωB97M-V/def2-TZVPD.

## Properties
- E_HOMO (spin up / spin down) (eV) = -13.7 / -13.7
- LUMO energy (spin up / spin down) (eV) = -4.022 / -7.796
- net charge = +1
- relative energy (zero: lowest compared OMol25 entry of this formula, charge and spin) (kcal/mol) = 5.1
- spin multiplicity = 2

Structure (XYZ):
```
19
C4H12OS2, DFT ωB97M-V/def2-TZVPD
H -3.14389 -0.53600 -0.62195
C -1.50166 1.60683 -0.29404
H -1.88341 -1.66163 -0.25648
H 4.21491 -3.25488 -0.88045
S -2.12070 1.30392 1.36697
C -1.12518 0.30609 -1.00810
H -0.10941 0.00269 -0.77301
O 4.85965 -2.86802 -0.27817
H -1.09364 0.60379 -2.04873
H -0.67050 2.30125 -0.27014
H 5.69582 -3.29232 -0.49533
C 0.78045 1.16753 1.81686
H -2.22458 -1.29263 -1.83524
H 1.68192 0.59237 2.08424
C -2.14092 -0.82139 -0.86988
S -0.67451 0.27359 2.31237
H 0.89227 1.20255 0.72535
H -2.24679 2.17687 -0.85208
H 0.81019 2.18937 2.17781
```


Below is C4H12OSi2 as an isolated structure at a distorted geometry, with properties calculated with ωB97M-V/def2-TZVPD.

## Properties
- E_HOMO (eV) = -9.6
- LUMO energy (eV) = 0.844
- relative energy (zero: lowest compared OMol25 entry of this formula, charge and spin) (kcal/mol) = 62.3

Structure (XYZ):
```
19
C4H12OSi2, DFT ωB97M-V/def2-TZVPD
H -0.86056 1.97012 2.78985
H 2.41526 -0.29589 -0.41941
C 1.73488 -0.95942 -1.05946
H -2.28244 1.13614 2.07740
Si 1.25766 -0.26936 -2.85587
H -1.40114 -1.65706 -0.24400
O -0.12622 0.36056 0.89671
H -1.09605 -0.89974 2.30557
C -0.36568 0.38543 -2.04513
H 2.11897 0.82920 -3.57148
C -1.43361 1.04704 2.74511
H 0.25739 -0.11289 2.97597
H -1.38914 0.00633 -2.32588
Si -0.02457 -0.50938 -0.44268
C -0.55591 0.04242 2.18421
H -0.43733 1.46227 -2.06844
H 2.23881 -1.92576 -1.10908
H 1.74020 -1.47113 -3.58282
H -1.79050 0.86113 3.74944
```